No. 1
Below is a molecular structure, C8H17N2, with properties calculated with the ωB97M-V functional and the def2-TZVPD basis.

CARTESIAN COORDINATES (ANGSTROEM)
C: -0.1721 0.9781 1.1620
C: -0.3096 -1.8529 0.4397
C: 1.1077 -1.4285 0.2116
C: 0.0108 -0.5326 -0.0713
C: 2.0489 -1.1549 1.4146
C: -1.9534 0.1650 -1.4539
C: 0.2845 0.9827 -2.0162
C: -0.4733 -0.1678 -1.4865
N: -1.3647 1.2016 1.6733
N: 0.9171 1.6211 1.3973
H: -0.8768 -2.4318 -0.2120
H: -0.6621 -2.0308 1.5339
H: 1.4872 -1.9501 -0.6604
H: 2.6508 -0.3588 1.0994
H: 2.6565 -1.9997 1.4332
H: 1.4104 -0.9660 2.2770
H: -2.0756 0.9577 -0.8079
H: -2.6868 -0.5839 -1.2161
H: -2.2626 0.4177 -2.4312
H: 0.1338 1.9534 -1.5137
H: 0.1056 1.0599 -3.0031
H: 1.3297 0.6290 -1.9970
H: -0.3245 -1.0893 -2.0082
H: -2.2220 0.6759 1.3437
H: -1.6035 2.2076 2.0057
H: 1.8741 1.1246 1.1564
H: 0.9697 2.5729 1.7297

Cartesian forces, eV/Å:
-0.5664 -4.5827 -2.5970
-1.0394 0.0031 4.4241
0.8767 -0.8073 0.3124
-1.6063 3.9278 1.2477
-2.7304 -0.7194 -1.8542
0.2696 -1.5873 -0.9428
2.2551 -0.5368 1.9646
-1.2076 0.0819 2.8328
-1.8675 2.4317 -0.1971
3.2985 -0.3658 -0.7343
-0.4366 -1.2528 -1.1992
0.7618 0.5451 -1.9335
0.7221 0.4469 -0.0118
1.2396 1.2685 0.0878
1.1067 -1.3952 0.9709
0.6085 -0.0751 0.2284
-0.5804 2.0424 1.1414
0.1457 -0.9036 0.6380
-0.2566 0.8537 -1.1742
0.0736 -0.5653 -0.0800
-0.8936 0.7801 -3.4924
0.0756 0.8496 0.2678
0.3718 -0.4736 -0.8021
1.8117 0.7136 0.3886
0.5526 -2.3837 -0.3345
-2.9202 1.6954 0.4164
-0.0647 0.0086 0.4322

Calculated values
Electronic energy, eV: -11542.9630
LUMO level, eV: -3.10
Total charge: +1
Relative energy (zero: lowest compared OMol25 entry of this formula, charge and spin), eV: 3.2318
Kohn-Sham gap, eV: 11.032


No. 2
Below is 3 unconnected molecules or ions with the total composition C3H11NO4, with properties calculated with the ωB97M-V functional and the def2-TZVPD basis.

CARTESIAN COORDINATES (ANGSTROEM)
C: 0.9500 1.0836 1.4309
N: -0.3242 0.5123 1.0670
C: -0.4921 -0.9050 1.0715
C: 0.2127 -1.6664 -0.0420
O: 1.2746 -0.9475 -0.4631
O: -0.1064 -2.7194 -0.5142
H: 1.5369 1.1974 0.5052
H: 1.5643 0.2936 1.9470
H: 0.7718 2.0991 1.8261
H: -1.0368 1.1230 0.7246
H: -1.5690 -1.1446 0.9089
H: -0.3173 -1.3165 2.0803
H: 1.7159 -1.2443 -1.2909
H: -2.4599 -0.3587 -0.6601
H: -3.5153 0.7458 -0.8235
O: -2.9423 0.3234 -0.1571
H: 0.7629 2.9138 -1.5891
H: 1.8936 2.2772 -2.3380
O: 1.6668 3.0968 -1.8771

Cartesian forces, eV/Å:
0.3487 -0.5195 -1.5333
0.2743 -0.3519 0.7306
-1.7949 0.2375 0.0169
0.6962 0.1342 -0.0381
0.7202 0.3437 -0.7713
-0.2238 -0.1516 -0.0404
0.1800 0.4321 0.2416
-0.7249 1.2902 0.4964
0.5830 -0.7303 0.6223
-0.2743 -0.3042 -0.1257
0.7294 0.1690 0.2514
0.5167 -0.2274 -0.4180
-0.7365 -0.4288 0.8291
-0.3605 0.4079 0.2256
0.2901 -0.2498 0.4641
-0.2194 -0.0401 -0.9680
0.1160 0.2171 0.0929
0.1722 0.2548 0.0629
-0.2924 -0.4831 -0.1393

Calculated values
SMILES: CNCC(=O)O.O.O
Electronic energy, eV: -12968.8412
LUMO level, eV: 0.20
Relative energy (zero: lowest compared OMol25 entry of this formula, charge and spin), eV: 2.2185
Kohn-Sham gap, eV: 8.450


No. 3
Below is a molecular structure, C4H7N3, with properties calculated with the ωB97M-V functional and the def2-TZVPD basis.

CARTESIAN COORDINATES (ANGSTROEM)
N: -2.3639 -0.5255 -0.2314
C: -1.2365 0.0505 0.1587
C: -0.1796 -0.9282 0.1442
C: 1.0310 -0.0878 -0.0166
N: 2.3208 -0.6151 -0.0461
C: 0.6634 1.2131 0.0633
N: -0.7612 1.3091 0.2739
H: -1.4363 -1.4906 -0.4246
H: -3.2763 -0.1485 0.0139
H: -0.1591 -1.5788 1.0226
H: 3.0314 0.0515 -0.3190
H: 2.3820 -1.4526 -0.6098
H: 1.2634 2.1136 0.0747
H: -1.2791 2.0893 -0.1037

Cartesian forces, eV/Å:
-0.0656 0.0448 0.0572
0.1188 -0.0844 -0.0530
0.2860 0.2357 0.2149
-0.1447 0.1562 0.0277
0.0243 0.0337 -0.1384
0.1718 -0.0687 -0.0110
-0.1454 -0.1083 -0.1141
-0.2363 0.0632 -0.0228
0.1293 -0.0431 -0.0352
-0.0470 0.0274 -0.1294
-0.0709 -0.0848 0.0526
0.0031 0.0793 0.0849
-0.0757 -0.1543 -0.0049
0.0524 -0.0967 0.0715

Calculated values
Electronic energy, eV: -8728.4873
LUMO level, eV: 1.03
Relative energy (zero: lowest compared OMol25 entry of this formula, charge and spin), eV: 3.1920
Kohn-Sham gap, eV: 8.318


Question: Among the records above, which one has the lowest electronic energy?
Answer: C3H11NO4


Question: Which of these has the lowest electronic energy?
Answer: C3H11NO4